Formula: C17H18N2O3S2
Source: the Open Molecules 2025 dataset
Level of theory: ωB97M-V/def2-TZVPD

LUMO = 0.24 eV
Energy = -48714.824 eV
SMILES = Cc1ccc(NS(=O)(=O)c2ccc3c(c2)NC(=O)CCS3)c(C)c1
Relative energy (zero: lowest compared OMol25 entry of this formula, charge and spin) = 11.90 kcal per mole
Largest force on an atom = 0.903 eV Å⁻¹
Orbital gap = 8.80 eV

Last column: natural (NBO) charge in e.
Positions of all 42 atoms, in Å:
S 3.89 -1.59 1.33  0.28
S -1.37 1.83 0.66  2.30
O -2.24 1.51 1.75  -0.93
O -1.02 3.20 0.43  -0.94
O 4.89 0.94 -2.50  -0.59
N -2.00 1.27 -0.80  -0.88
N 3.37 0.94 -0.86  -0.63
C 0.13 0.87 0.80  -0.34
C -5.03 -3.54 -0.38  -0.63
C -4.88 -1.05 -0.62  -0.20
C 2.50 -0.56 0.95  -0.21
C 4.61 -1.13 -1.31  -0.52
C -4.90 1.45 -0.81  -0.64
C 4.31 0.32 -1.64  0.69
C -4.18 0.14 -0.72  -0.03
C 1.40 -0.87 1.77  -0.21
C 1.18 1.19 -0.02  -0.20
C -2.78 0.10 -0.71  0.18
C 5.17 -1.21 0.10  -0.52
C -2.13 -1.12 -0.58  -0.23
C -2.85 -2.29 -0.46  -0.21
C 0.22 -0.17 1.71  -0.18
C -4.23 -2.28 -0.49  -0.01
C 2.39 0.48 0.02  0.19
H -5.97 1.31 -0.71  0.23
H 5.87 -2.04 0.20  0.24
H 3.71 -1.74 -1.41  0.24
H -5.96 -1.03 -0.63  0.20
H -1.05 -1.13 -0.57  0.22
H -4.39 -4.39 -0.21  0.21
H -0.62 -0.39 2.34  0.25
H 5.35 -1.48 -2.04  0.25
H -2.32 -3.23 -0.36  0.21
H -5.59 -3.71 -1.30  0.22
H -2.47 2.04 -1.26  0.41
H 5.68 -0.29 0.38  0.23
H -4.71 1.94 -1.77  0.21
H 1.52 -1.68 2.48  0.23
H -4.56 2.12 -0.02  0.23
H 1.06 2.02 -0.70  0.24
H 3.20 1.89 -1.18  0.41
H -5.75 -3.47 0.43  0.22



Formula: C24H38ClCrN3O6
Source: the Open Molecules 2025 dataset
Level of theory: ωB97M-V/def2-TZVPD

LUMO (spin up / spin down) = 0.38 / 0.41 eV
Energy = -83190.951 eV
Largest force on an atom = 3.295 eV Å⁻¹
Orbital gap (spin up / spin down) = 4.43 / 4.46 eV

Last column: Mulliken charge in e.
Positions of all 73 atoms, in Å:
Cr -2.32 -0.05 -2.72  -0.30
Cl 1.42 -6.84 0.92  -0.22
O -3.14 1.12 -1.47  -0.46
O -1.99 1.42 -3.89  -0.35
O -1.50 -1.22 -3.98  -0.37
O 3.46 1.86 2.34  -0.74
O -2.66 -1.52 -1.57  -0.33
O -3.75 -0.29 -3.44  -0.51
N -0.41 0.27 -1.77  0.68
N 1.75 -0.09 -0.95  -1.18
N 1.24 1.01 -0.41  1.36
C 0.90 -0.95 2.12  1.30
C -0.95 0.95 -4.78  -0.77
C -1.50 2.28 -2.84  -0.54
C 2.19 -0.13 2.18  -2.31
C 2.23 -3.13 2.15  -0.36
C -1.17 -2.40 -3.21  -0.92
C -2.47 0.55 -0.33  0.59
C 1.27 1.70 4.40  -1.89
C 0.77 -0.53 -1.73  -1.20
C 0.12 -4.48 0.95  -1.05
C -2.89 -0.92 -0.28  -0.60
C -0.37 -0.35 -4.22  0.39
C 2.02 1.82 0.49  -2.84
C 1.48 3.69 2.97  -1.78
C 1.14 2.18 2.94  1.73
C 1.29 -5.16 1.27  0.17
C -2.67 2.44 -1.84  -0.64
C 0.02 -3.12 1.23  -0.04
C -0.33 2.08 2.53  -1.58
C -1.33 -2.08 -1.71  1.00
C 2.12 1.40 1.98  2.67
C 0.00 1.29 -0.92  -1.19
C 2.34 -4.49 1.87  -0.89
C 1.08 -2.43 1.82  -0.25
H 0.89 -1.44 -2.29  0.46
H 0.38 -0.88 3.08  0.65
H -2.39 -1.47 0.52  0.04
H -0.55 2.18 -0.67  0.46
H 0.32 -0.81 -4.94  0.42
H -1.21 3.25 -3.26  0.45
H 0.96 0.66 4.51  0.26
H -0.71 1.06 2.53  0.19
H -1.90 -3.16 -3.49  0.48
H 2.29 1.79 4.77  0.40
H 0.81 4.23 3.65  0.43
H -2.39 3.02 -0.97  0.36
H -1.24 -2.99 -1.10  0.20
H -0.18 -2.78 -3.44  0.35
H 2.91 -0.51 1.44  0.50
H 0.15 -0.16 -3.32  0.03
H 0.63 2.29 5.06  0.48
H 3.25 -5.02 2.12  0.42
H -3.50 2.93 -2.34  0.50
H -0.71 -5.00 0.49  0.45
H 0.22 -0.54 1.37  -1.15
H -0.51 2.52 1.55  0.19
H -0.61 -1.39 -1.40  -0.19
H -0.67 1.85 -2.36  0.72
H -2.77 1.08 0.59  0.60
H 3.07 -2.64 2.63  0.39
H -0.89 -2.60 0.98  0.64
H -3.97 -0.98 -0.11  0.52
H -1.42 0.63 -0.44  -0.18
H -1.44 0.75 -5.73  0.44
H 2.50 3.87 3.32  0.38
H 1.66 2.85 0.39  0.32
H -0.97 2.64 3.23  0.62
H 3.03 1.84 0.06  0.42
H 2.68 -0.34 3.14  0.88
H 1.38 4.16 1.99  0.35
H -0.18 1.72 -4.94  0.39
H 3.69 1.49 3.21  0.54



Formula: C2Br2N2O2
Source: the Open Molecules 2025 dataset
Level of theory: ωB97M-V/def2-TZVPD

LUMO = -1.29 eV
Energy = -149229.427 eV
Relative energy (zero: lowest compared OMol25 entry of this formula, charge and spin) = 1.51 kcal per mole
Largest force on an atom = 2.683 eV Å⁻¹
Orbital gap = 9.78 eV

Last column: natural (NBO) charge in e.
Positions of all 8 atoms, in Å:
Br -1.17 1.88 -0.54  0.19
Br -1.78 -1.23 0.06  0.19
O 0.97 1.06 1.40  -0.29
O 0.53 -1.09 1.54  -0.35
N 0.48 0.04 1.06  0.50
N 0.97 -0.55 -2.17  -0.19
C -0.43 0.13 -0.15  -0.21
C 0.42 -0.25 -1.21  0.16



Formula: C22H21NO7
Source: the Open Molecules 2025 dataset
Level of theory: ωB97M-V/def2-TZVPD

LUMO = -0.42 eV
Energy = -38974.452 eV
SMILES = CC[C@]1(C(=O)c2ccccc2)[C@H](c2ccc([N+](=O)[O-])cc2)C1(C(=O)OC)C(=O)OC
Relative energy (zero: lowest compared OMol25 entry of this formula, charge and spin) = 73.10 kcal per mole
Largest force on an atom = 1.338 eV Å⁻¹
Orbital gap = 9.22 eV

Last column: natural (NBO) charge in e.
Positions of all 51 atoms, in Å:
O 1.16 1.63 2.19  -0.50
O 2.12 -0.83 1.74  -0.50
O -5.05 4.03 -2.61  -0.38
O 0.02 -1.55 2.06  -0.58
O 2.12 -1.38 -2.32  -0.51
O 0.14 2.59 0.45  -0.59
O -5.45 4.16 -0.50  -0.38
N -4.84 3.72 -1.46  0.53
C 0.31 -5.05 0.46  -0.20
C -1.79 0.92 -0.71  0.12
C 1.11 1.11 -1.87  -0.42
C -3.54 2.36 0.11  -0.16
C 2.55 1.49 -1.57  -0.60
C 2.58 -1.67 2.78  -0.27
C 0.43 0.21 0.48  -0.27
C -3.80 2.75 -1.20  0.00
C 0.56 1.61 1.00  0.82
C 0.90 -2.63 -0.76  -0.08
C 1.29 -1.36 -1.44  0.58
C -0.36 -3.21 -0.92  -0.21
C 1.29 2.91 2.79  -0.26
C 1.87 -3.30 -0.04  -0.21
C 1.57 -4.50 0.59  -0.20
C 0.64 -0.06 -1.02  -0.08
C 0.81 -0.83 1.50  0.83
C -0.74 -0.09 -0.42  -0.24
C -0.65 -4.41 -0.31  -0.20
C -2.09 1.30 -2.02  -0.24
C -3.09 2.22 -2.27  -0.16
C -2.54 1.44 0.34  -0.22
H 2.67 1.74 -0.51  0.19
H 2.09 -2.64 2.73  0.21
H -1.16 -1.08 -0.23  0.27
H -1.09 -2.74 -1.56  0.21
H 3.66 -1.78 2.64  0.20
H 2.33 -5.01 1.16  0.22
H 2.86 -2.88 0.04  0.22
H -3.33 2.53 -3.27  0.25
H 0.32 3.40 2.88  0.20
H -4.11 2.79 0.91  0.25
H -1.62 -4.85 -0.43  0.22
H -2.32 1.12 1.35  0.22
H 1.73 2.74 3.77  0.20
H 3.23 0.68 -1.80  0.22
H 0.07 -5.98 0.95  0.22
H -1.54 0.87 -2.84  0.22
H 1.95 3.54 2.19  0.20
H 2.37 -1.21 3.75  0.19
H 1.04 0.82 -2.92  0.23
H 0.46 1.97 -1.71  0.24
H 2.84 2.36 -2.16  0.21



Formula: C45H36Br4NO5P3V
Source: the Open Molecules 2025 dataset
Level of theory: ωB97M-V/def2-TZVPD

LUMO (spin up / spin down) = 2.30 / 2.30 eV
Charge = -1
Energy = -392708.242 eV
Relative energy (zero: lowest compared OMol25 entry of this formula, charge and spin) = 4.36 kcal per mole
Largest force on an atom = 1.251 eV Å⁻¹
Spin multiplicity = 3
Orbital gap (spin up / spin down) = 6.97 / 7.03 eV

Last column: Mulliken spin population.
Positions of all 95 atoms, in Å:
Br -1.72 3.66 -5.40  0.00
Br 1.58 3.76 -5.73  0.00
Br 3.49 2.43 -3.32  0.00
Br -3.02 2.17 -2.68  0.00
V 0.54 0.40 0.24  2.01
P -1.91 -1.74 -1.33  0.01
P 0.26 2.59 1.50  -0.04
P -0.81 -1.34 1.52  -0.01
O 1.95 0.37 1.69  -0.01
O 1.77 1.26 -1.12  -0.01
O 2.95 0.95 3.60  0.01
O 0.86 -1.34 -0.43  -0.02
O -0.84 1.09 -0.93  -0.03
N -2.02 -1.82 0.40  0.03
C 2.07 -1.83 -0.95  0.03
C 0.51 -5.21 1.86  0.00
C -0.39 -5.19 -2.91  0.00
C -3.21 -1.17 3.02  0.00
C -0.93 2.43 2.87  0.00
C -3.34 -1.39 5.42  0.00
C -2.29 2.44 2.56  0.01
C 1.48 -2.66 2.42  0.00
C 0.47 4.55 -0.42  0.00
C -0.63 -3.86 -2.57  0.00
C -1.21 -1.51 4.30  0.00
C -1.83 -1.35 3.05  0.00
C -1.70 -3.53 -1.75  0.00
C -6.38 -1.24 -2.49  0.00
C -5.94 -0.79 -1.25  0.00
C -1.96 -1.53 5.46  0.00
C -3.71 -1.62 -1.70  0.00
C -2.84 2.01 4.85  0.00
C -4.62 -0.98 -0.86  0.00
C -0.78 5.23 1.52  0.00
C 2.25 -3.78 2.70  0.00
C -1.20 -6.19 -2.41  0.00
C -1.50 1.97 5.17  0.00
C -0.54 2.18 4.18  0.00
C -4.16 -2.05 -2.95  0.00
C -0.46 6.76 -0.30  0.00
C -1.15 2.25 -2.98  -0.01
C 1.89 2.67 2.29  0.00
C -5.47 -1.86 -3.34  0.00
C -2.28 -5.87 -1.59  0.00
C -2.52 -4.55 -1.27  0.00
C -0.06 4.25 0.84  0.01
C -0.35 1.67 -2.02  0.04
C 0.21 -2.82 1.87  -0.02
C 0.27 5.80 -0.98  0.00
C -3.24 2.25 3.54  0.00
C -3.96 -1.20 4.19  0.00
C 1.61 2.35 -3.25  0.01
C -0.59 2.88 -4.10  0.01
C -0.98 6.48 0.95  0.00
C -0.27 -4.09 1.60  0.00
C 1.78 -5.06 2.42  0.00
C 1.07 1.73 -2.13  0.01
C 0.79 2.93 -4.23  0.00
C 2.32 1.23 2.59  0.01
H -1.20 5.01 2.50  0.00
H 2.87 -1.74 -0.21  0.00
H -1.24 -4.23 1.15  0.00
H -2.92 -6.65 -1.21  0.00
H -2.60 2.60 1.53  0.00
H -7.41 -1.09 -2.80  0.00
H 2.37 -1.27 -1.84  0.00
H 3.24 -3.65 3.12  0.00
H -6.63 -0.29 -0.58  0.00
H -0.63 7.74 -0.75  0.00
H 0.02 -3.08 -2.94  0.00
H -3.47 -2.53 -3.63  0.00
H -4.28 -0.59 0.09  0.00
H -5.79 -2.20 -4.32  0.00
H -3.70 -1.00 2.08  0.00
H -1.00 -7.23 -2.66  0.00
H -5.03 -1.06 4.14  0.00
H 1.04 3.81 -0.95  0.01
H 0.51 2.12 4.45  0.00
H 1.88 -1.67 2.60  0.00
H -4.29 2.26 3.28  0.00
H 2.57 3.04 1.52  0.00
H 0.14 -6.20 1.62  0.00
H 2.39 -5.93 2.62  0.00
H -3.38 -4.30 -0.64  0.00
H -1.45 -1.67 6.41  0.00
H 0.68 6.01 -1.97  0.00
H -0.13 -1.63 4.35  0.00
H 1.96 3.31 3.17  0.00
H -1.18 1.76 6.18  0.00
H -3.92 -1.42 6.33  0.00
H 0.45 -5.44 -3.55  0.00
H -3.59 1.84 5.62  0.00
H -2.65 -2.53 0.76  0.00
H -1.55 7.23 1.49  0.00
H 1.95 -2.89 -1.21  0.00



Formula: C5H6O
Source: the Open Molecules 2025 dataset
Level of theory: ωB97M-V/def2-TZVPD

LUMO = 0.88 eV
Energy = -7327.471 eV
SMILES = C#C[C@@H](C)C=O
Relative energy (zero: lowest compared OMol25 entry of this formula, charge and spin) = 41.82 kcal per mole
Largest force on an atom = 0.564 eV Å⁻¹
Orbital gap = 10.79 eV

Last column: natural (NBO) charge in e.
Positions of all 12 atoms, in Å:
O -2.33 0.06 -0.59  -0.51
C -1.41 -0.64 -0.26  0.46
C 1.96 -1.32 -0.72  -0.24
C -0.08 1.41 0.38  -0.59
C -0.14 -0.11 0.41  -0.41
C 1.03 -0.77 -0.20  0.00
H -0.20 -0.46 1.46  0.25
H 2.80 -1.81 -1.17  0.24
H 0.81 1.77 0.90  0.22
H -0.97 1.83 0.86  0.23
H -1.43 -1.74 -0.42  0.12
H -0.05 1.77 -0.65  0.22



Formula: C13H23BN6OSiSn
Source: the Open Molecules 2025 dataset
Level of theory: ωB97M-V/def2-TZVPD

LUMO = -10.07 eV
Charge = +2
Energy = -39214.052 eV
Relative energy (zero: lowest compared OMol25 entry of this formula, charge and spin) = 9.23 kcal per mole
Largest force on an atom = 4.721 eV Å⁻¹
Orbital gap = 5.67 eV

Last column: natural (NBO) charge in e.
Positions of all 46 atoms, in Å:
Sn -0.59 -0.37 -0.15  2.31
Si 0.12 0.09 3.28  1.85
O 0.17 0.11 1.66  -1.19
N 1.60 -0.37 -2.36  -0.30
N -0.66 0.17 -3.25  -0.30
N 0.01 1.63 -0.74  -0.47
N -1.38 -0.32 -2.20  -0.44
N 1.26 -0.91 -1.14  -0.47
N 0.54 1.89 -1.97  -0.32
C 1.63 -0.81 3.94  -1.13
C 0.13 1.86 3.93  -1.12
C 3.09 -1.93 -1.88  -0.30
C -1.42 -0.75 3.96  -1.14
C 2.70 -0.98 -2.82  0.07
C -1.38 0.08 -4.38  0.07
C 2.17 -1.85 -0.83  0.03
C -2.62 -0.49 -4.05  -0.30
C -0.05 2.78 -0.04  0.03
C -2.58 -0.73 -2.67  0.01
C 0.80 3.21 -2.06  0.07
C -1.94 -2.64 1.02  -0.72
C 0.43 3.80 -0.86  -0.30
B 0.76 0.76 -3.02  0.53
H -1.44 -1.83 3.76  0.22
H -0.41 2.80 0.98  0.25
H 1.61 -0.77 5.04  0.27
H 2.12 -2.39 0.11  0.25
H 0.14 1.82 5.03  0.27
H 1.02 2.41 3.59  0.25
H -3.33 -1.16 -2.02  0.24
H -2.33 -0.31 3.56  0.23
H 2.56 -0.33 3.60  0.25
H 1.65 -1.86 3.62  0.24
H 3.94 -2.59 -1.95  0.27
H 3.10 -0.66 -3.77  0.27
H -2.67 -3.18 0.41  0.28
H -0.77 2.41 3.60  0.24
H 0.51 4.84 -0.60  0.27
H -3.42 -0.71 -4.73  0.28
H -2.24 -2.68 2.07  0.30
H 1.22 3.58 -2.98  0.26
H -1.43 -0.61 5.05  0.28
H -1.97 -1.54 0.68  0.07
H -0.96 -3.11 0.90  0.25
H -0.96 0.44 -5.31  0.27
H 1.26 1.18 -4.02  0.02



Formula: C19H21BrN2O3
Source: the Open Molecules 2025 dataset
Level of theory: ωB97M-V/def2-TZVPD

LUMO = 0.32 eV
Energy = -99197.682 eV
Relative energy (zero: lowest compared OMol25 entry of this formula, charge and spin) = 304.61 kcal per mole
Largest force on an atom = 13.194 eV Å⁻¹
Orbital gap = 8.63 eV

Last column: natural (NBO) charge in e.
Positions of all 46 atoms, in Å:
Br -1.98 -6.48 -3.88  0.08
O 0.91 0.25 2.19  -0.63
O -0.94 0.77 -1.29  -0.68
O -0.53 -2.50 0.03  -0.49
N 0.90 1.63 0.57  -0.61
N 0.32 -0.89 -1.83  -0.41
C -1.11 -3.95 -3.12  -0.20
C 1.22 0.64 -0.31  -0.32
C 1.06 4.34 2.98  -0.13
C -0.82 -1.54 -2.70  -0.21
C 0.14 3.52 2.40  -0.04
C -0.30 2.31 2.70  -0.56
C -0.44 -2.65 1.38  -0.24
C -1.34 -5.52 -1.45  -0.19
C -0.83 4.40 1.55  -0.17
C -0.88 -4.60 -0.65  -0.25
C -1.56 -5.10 -2.78  -0.17
C 1.47 5.55 2.65  -0.22
C -0.85 -2.94 -2.16  -0.08
C 0.19 0.22 -1.09  0.65
C 0.58 6.37 1.82  -0.19
C -0.32 5.71 1.14  -0.23
C 1.60 -1.41 -2.21  -0.48
C -0.82 -3.35 -0.89  0.27
C 0.45 1.34 1.90  0.72
H 2.39 5.98 2.93  0.23
H -1.50 -3.70 -4.25  0.22
H -1.31 -3.07 1.78  0.18
H 0.52 -3.32 1.63  0.15
H 1.55 -2.28 -2.86  0.23
H 1.96 1.14 -1.01  0.23
H 2.10 3.64 3.68  0.16
H 1.61 -2.02 -1.22  0.21
H -0.04 -1.79 1.72  0.23
H -0.08 2.04 3.73  0.26
H -0.97 -4.82 0.48  0.21
H 0.36 2.43 0.22  0.40
H -1.77 -0.91 -2.16  0.28
H -1.02 6.11 0.57  0.20
H -1.23 1.96 2.62  0.26
H 0.93 7.39 1.22  0.22
H -0.74 -1.50 -3.68  0.20
H -1.71 4.01 1.09  0.21
H 1.74 -0.06 0.04  0.24
H -1.45 -6.54 -1.09  0.23
H 2.54 -0.77 -2.39  0.22



Formula: C37H36N5O2S3SbSiW
Source: the Open Molecules 2025 dataset
Level of theory: ωB97M-V/def2-TZVPD

LUMO (spin up / spin down) = 1.64 / 1.87 eV
Charge = -1
Energy = -99251.319 eV
Relative energy (zero: lowest compared OMol25 entry of this formula, charge and spin) = 8.74 kcal per mole
Largest force on an atom = 2.204 eV Å⁻¹
Spin multiplicity = 2
Orbital gap (spin up / spin down) = 5.76 / 6.03 eV

Last column: Mulliken spin population.
Positions of all 86 atoms, in Å:
W -0.88 -1.99 -0.28  0.86
Sb -1.32 -4.79 1.92  0.03
S 0.37 -4.11 0.26  -0.03
S -2.71 -3.44 0.38  -0.04
S -0.96 -3.45 3.76  0.00
Si 1.03 0.51 1.55  0.01
O 0.10 -4.56 -3.42  0.01
O -4.65 -0.16 -1.16  0.02
N -2.07 -0.71 1.22  -0.01
N -2.55 -1.15 -1.36  -0.02
N -0.62 1.27 -0.74  0.02
N -0.85 -2.80 -2.22  0.03
N 1.46 -1.96 -1.49  0.01
C 2.89 0.85 1.31  0.00
C 0.30 1.52 -1.88  0.01
C -1.70 -2.66 -4.56  0.00
C -2.57 -2.04 -5.44  0.00
C -1.91 1.93 -0.97  0.00
C -2.80 0.04 3.38  0.00
C -0.24 1.92 3.78  0.00
C 0.80 1.09 3.35  0.00
C 1.74 0.71 4.32  0.00
C -0.34 2.35 5.09  0.00
C -3.55 -0.79 -3.63  -0.01
C 3.38 2.08 0.86  0.00
C 3.82 -0.13 1.65  0.00
C -2.67 -1.40 -2.73  0.00
C -4.29 0.20 1.54  -0.01
C 2.69 -3.70 -2.63  0.00
C 5.18 0.10 1.56  0.00
C -3.58 -0.56 -0.70  0.00
C 3.86 -1.91 -1.58  0.00
C -3.30 -0.35 0.75  0.01
C 0.18 -3.62 -2.65  -0.01
C 1.51 -3.10 -2.21  0.02
C -0.84 3.73 -2.39  0.00
C -1.86 -0.51 2.53  0.00
C 1.64 1.12 5.63  0.00
C 4.75 2.31 0.75  0.00
C -3.49 -1.11 -4.98  0.00
C -0.06 1.71 0.55  0.01
C -0.28 2.43 -2.96  0.00
C 0.63 -1.29 1.22  0.05
C 2.63 -1.38 -1.21  0.01
C 3.89 -3.10 -2.29  0.01
C -1.78 3.44 -1.20  0.00
C -4.04 0.41 2.89  0.00
C 5.65 1.33 1.11  0.00
C -1.74 -2.34 -3.20  0.02
C 0.60 1.95 6.03  0.00
H -0.92 1.87 1.21  0.00
H -1.06 1.89 -3.51  0.00
H -2.78 3.85 -1.38  0.00
H -2.56 1.74 -0.11  0.00
H 2.69 2.87 0.58  0.00
H 0.57 0.58 -2.34  0.00
H -4.80 0.83 3.53  0.00
H 2.56 0.06 4.04  0.00
H -4.28 -0.09 -3.26  0.00
H 4.76 -1.38 -1.30  0.00
H -1.37 4.28 -3.17  0.00
H 0.34 -1.77 2.16  0.01
H -1.41 3.92 -0.29  0.00
H 0.51 2.64 -3.69  0.00
H -2.53 -2.29 -6.49  0.00
H 5.10 3.27 0.39  0.00
H -5.22 0.44 1.05  0.00
H 2.61 -4.61 -3.20  0.00
H 1.56 -1.80 0.96  0.00
H 6.72 1.51 1.03  0.00
H -1.16 2.99 5.38  0.00
H -1.00 -3.39 -4.92  0.00
H -2.39 1.47 -1.84  0.00
H -4.19 -0.64 -5.66  0.00
H 4.83 -3.55 -2.58  0.00
H 3.47 -1.11 1.97  0.00
H 0.52 2.28 7.06  0.00
H 5.88 -0.68 1.84  0.00
H -2.54 0.16 4.42  0.00
H -0.01 4.37 -2.07  0.00
H 1.21 1.98 -1.50  0.00
H 2.59 -0.46 -0.67  0.00
H 2.38 0.80 6.35  0.00
H 0.42 2.70 0.46  0.00
H -1.01 2.24 3.08  0.00
H -0.93 -0.84 2.95  -0.01